1.
74
Properties=species:S:1:pos:R:3 method="wB97M-V/def2-TZVPD" fmax_ev_per_a=1.00 total_charge=+2 multiplicity=2 e_tot_ev=-71055.323 s_squared=0.76
Sn 2.013 -0.653 -0.815
C -0.934 -2.074 0.791
C 0.169 -1.724 1.769
C 1.040 -2.938 2.042
C -0.408 -1.170 3.066
O 1.008 -0.665 1.103
Si 1.955 0.513 1.921
S 2.945 1.314 0.136
O 2.963 -0.318 2.840
C 3.978 0.087 3.838
C 4.995 -1.035 3.868
C 4.618 1.402 3.416
C 3.272 0.232 5.175
O 1.193 1.660 2.705
C 0.399 2.867 2.447
C 1.337 3.980 2.011
C -0.639 2.562 1.377
C -0.268 3.215 3.763
H -1.588 -2.835 1.220
H -0.508 -2.484 -0.137
H -1.537 -1.196 0.545
H 0.440 -3.722 2.508
H 1.864 -2.680 2.711
H 1.447 -3.334 1.106
H -1.065 -1.917 3.510
H -0.992 -0.264 2.878
H 0.388 -0.936 3.783
H 5.482 -1.133 2.893
H 4.508 -1.980 4.121
H 5.759 -0.825 4.619
H 5.001 1.336 2.394
H 5.449 1.640 4.081
H 3.888 2.219 3.467
H 2.808 -0.715 5.466
H 2.495 0.999 5.107
H 3.987 0.521 5.947
H 1.834 3.731 1.069
H 2.102 4.155 2.771
H 0.774 4.906 1.874
H -0.149 2.195 0.470
H -1.200 3.466 1.133
H -1.343 1.803 1.729
H 0.484 3.399 4.534
H -0.919 2.400 4.090
H -0.872 4.118 3.644
C -5.550 -2.276 -4.824
C -4.106 -2.596 -5.193
N -3.169 -1.491 -4.889
C -2.652 -0.702 -6.022
C -3.716 0.156 -6.693
C -2.801 -1.349 -3.609
O -3.154 -2.101 -2.702
C -1.851 -0.236 -3.226
C -2.067 1.120 -3.417
C -1.149 2.037 -2.910
C -0.051 1.577 -2.223
N 0.142 0.263 -2.019
C -0.740 -0.621 -2.512
H -6.177 -3.142 -5.047
H -5.924 -1.423 -5.393
H -5.631 -2.061 -3.758
H -4.021 -2.823 -6.255
H -3.790 -3.462 -4.617
H -2.252 -1.403 -6.756
H -1.830 -0.081 -5.683
H -4.510 -0.459 -7.120
H -3.263 0.732 -7.504
H -4.168 0.858 -5.984
H -2.948 1.473 -3.942
H -1.297 3.102 -3.041
H 0.700 2.248 -1.820
H -0.569 -1.670 -2.329
S 4.582 -3.502 0.422
C 3.789 -2.292 0.079

***

2.
55
Properties=species:S:1:pos:R:3 method="wB97M-V/def2-TZVPD" fmax_ev_per_a=0.99 e_tot_ev=-51437.936
C -1.816 -3.373 -1.175
C -2.730 -2.340 -0.602
C -2.726 -1.022 -1.043
C -3.573 -0.091 -0.477
C -4.466 -0.433 0.520
C -4.498 -1.741 0.974
C -3.626 -2.660 0.416
F -3.658 -3.928 0.872
H -5.181 -2.056 1.747
H -5.130 0.320 0.913
S -3.494 1.618 -1.021
O -4.684 2.291 -0.598
O -3.132 1.636 -2.406
N -2.219 2.336 -0.202
C -2.423 2.628 1.203
C -1.978 1.465 2.096
C -0.588 1.000 1.662
H 0.174 1.742 1.926
O -0.550 0.728 0.266
C -0.920 1.818 -0.538
C 0.136 2.953 -0.552
N 1.432 2.425 -0.870
C 2.338 2.105 0.062
O 2.278 2.392 1.247
C 3.500 1.303 -0.525
O 3.553 1.036 -1.713
N 4.395 0.957 0.409
H 4.139 1.199 1.359
C 5.401 -0.049 0.190
H 5.596 -0.076 -0.884
H 6.313 0.227 0.724
C 4.905 -1.431 0.663
C 3.651 -1.802 -0.052
C 3.418 -2.608 -1.126
C 2.033 -2.503 -1.407
C 1.527 -1.641 -0.486
O 2.498 -1.214 0.341
H 0.546 -1.240 -0.324
H 1.499 -3.001 -2.190
H 4.139 -3.199 -1.652
H 4.714 -1.392 1.738
H 5.674 -2.177 0.464
H 1.606 2.045 -1.794
H 0.214 3.426 0.429
H -0.175 3.693 -1.292
H -0.997 1.419 -1.555
H -0.325 0.052 2.136
H -2.681 0.636 1.997
H -1.953 1.782 3.138
H -1.858 3.532 1.450
H -3.486 2.841 1.316
H -2.070 -0.719 -1.843
H -1.428 -3.049 -2.136
H -0.974 -3.541 -0.503
H -2.339 -4.320 -1.294